No. 1
Here is the ion C3H2NOS2 with charge -1 in a non-equilibrium geometry from OMol25. Energies are from wB97M-V/def2-TZVPD.

The maximum force comes out at 0.07425 hartree/bohr. Its molecular weight is 132.189 g mol⁻¹. The value obtained for the LUMO energy is 0.123 Eh. The total charge is -1. Its spin multiplicity is 1. The calculation puts the relative energy (zero: lowest compared OMol25 entry of this formula, charge and spin) at 82.44 kcal per mole.

Each line ends with the Mulliken charge.
Atoms and positions in Å:
C  -0.28593  -1.00450  0.21320  -0.46
C  0.68164  1.15014  -0.10852  -0.10
C  -1.25472  -0.06625  0.00300  0.09
N  -0.55502  1.18432  -0.29629  -0.45
O  2.22257  -0.55495  -0.81948  -0.63
S  -2.88566  -0.41235  -0.01621  -0.49
S  1.45790  -0.41901  0.44215  0.25
H  -0.53553  -1.96130  0.77918  0.29
H  1.15474  2.08389  -0.19701  0.50

---

No. 2
Here is the ion C7H12NO with charge +1 in a non-equilibrium geometry from OMol25. Energies are from wB97M-V/def2-TZVPD.

The maximum force comes out at 0.03947 hartree/bohr. Its molecular weight is 126.179 g mol⁻¹. The value obtained for the LUMO energy (alpha / beta) is -0.196 / -0.196 Eh. The total charge is +1. Its spin multiplicity is 1. The calculation puts the relative energy (zero: lowest compared OMol25 entry of this formula, charge and spin) at 87.63 kcal per mole.

Each line ends with the Mulliken charge.
Atoms and positions in Å:
C  -0.40727  -2.23086  0.20925  -0.38
C  -1.61357  -0.15499  -0.26962  0.45
C  -0.74184  0.89902  -0.84091  -0.91
C  0.18750  1.46499  0.30385  -0.41
C  1.32385  0.60317  0.58787  0.03
C  -2.99624  0.13683  0.20715  -1.26
C  3.12372  -0.73022  -0.11010  -0.64
N  -1.09171  -1.31099  -0.12848  0.09
O  2.04739  0.15415  -0.37470  -0.17
H  -0.21011  -3.17133  -0.25602  0.27
H  -0.09281  0.51773  -1.62951  0.45
H  -1.34161  1.71662  -1.23193  0.40
H  0.54551  2.42374  -0.08152  0.35
H  -0.39384  1.64374  1.20834  0.30
H  1.54135  0.29001  1.60696  0.47
H  -3.72474  -0.47727  -0.32301  0.37
H  -3.23550  1.18114  0.03114  0.33
H  -3.11208  -0.07813  1.26896  0.33
H  3.62398  -0.48391  0.82714  0.38
H  3.81912  -0.63716  -0.94197  0.26
H  2.74893  -1.75627  -0.06288  0.28